(1)
# C3H5Cl2P

One molecule with the formula C3H5Cl2P at a distorted geometry (wB97M-V/def2-TZVPD, OMol25).

Output
LUMO: 0.892 eV
E_HOMO: -9.37 eV
Relative energy (zero: lowest compared OMol25 entry of this formula, charge and spin): 56.2 kJ/mol
SMILES string: P[C@H](Cl)/C=C/Cl
Charge: 0
HOMO-LUMO gap: 10.265 eV

XYZ file:
```
11
Properties=species:S:1:pos:R:3:forces:R:3
Cl -1.210 -1.417 -1.674 -0.919 -0.029 -0.443
Cl -0.057 -1.078 3.077 0.024 -0.701 1.736
P -0.135 1.499 -1.692 0.006 -2.089 -0.618
C 0.118 -0.751 0.501 -0.059 1.505 0.104
C 0.063 -0.345 -1.050 0.332 0.341 1.942
C -0.070 -0.121 1.718 0.664 0.268 -4.529
H -0.148 0.977 1.862 -0.198 -0.981 -0.179
H 0.341 -1.819 0.469 -0.278 0.132 0.632
H -0.846 2.046 -0.653 -0.812 0.029 0.797
H 0.931 -0.866 -1.498 -0.018 1.117 0.214
H 1.012 1.875 -1.061 1.258 0.410 0.343
```
Positions in Å, forces in eV/Å.

(2)
# C19H42NO3P3Sc

C19H42NO3P3Sc as an isolated structure at a distorted geometry (wB97M-V/def2-TZVPD, OMol25).

Output
LUMO: -9.061 eV
E_HOMO: -14.81 eV
Relative energy (zero: lowest compared OMol25 entry of this formula, charge and spin): 156.4 kJ/mol
Charge: +3
HOMO-LUMO gap: 5.751 eV

XYZ file:
```
69
Properties=species:S:1:pos:R:3:forces:R:3
Sc 0.601 -0.357 0.922 -0.065 0.410 -2.705
P -0.600 -2.593 -0.009 -0.015 -0.535 -0.954
P 0.059 2.377 0.757 0.305 0.981 -0.603
P -3.095 0.461 0.578 -0.368 -0.030 -1.074
O -0.517 -0.794 2.813 0.444 0.475 0.440
O 0.710 -0.128 -1.084 -0.636 -1.719 3.505
O 1.661 -0.439 2.733 -0.864 0.128 1.191
N -0.471 -1.623 5.296 -0.192 -0.320 0.508
C -1.695 -2.044 -1.375 -0.336 0.326 0.103
C -3.697 -1.143 1.084 -0.130 -0.467 0.081
C 1.480 1.199 -4.284 0.232 -0.239 -0.315
C 5.474 -1.142 -2.571 0.236 -0.007 -0.897
C 3.394 1.308 -2.794 0.239 -0.352 -0.705
C 0.590 -0.589 3.419 0.188 -0.178 -1.976
C 2.863 0.271 -2.040 -1.154 0.565 0.727
C -0.284 3.641 2.043 -0.011 -0.310 0.422
C 1.681 2.955 0.156 0.279 -0.249 0.092
C -1.003 2.936 -0.635 -0.195 -0.572 0.115
C -3.308 1.564 1.952 0.102 0.412 0.598
C 0.857 0.293 -3.431 0.119 0.379 1.365
C 2.704 1.782 -3.914 -0.235 0.194 -0.028
C 0.631 -3.532 -0.972 0.389 0.142 0.089
C -1.479 -3.983 0.788 0.021 0.268 0.421
C -4.118 1.045 -0.785 -0.196 -0.007 -0.348
C 0.552 -0.588 4.909 0.104 -0.216 0.587
C 5.427 -0.990 -3.902 0.133 -0.022 0.434
C 1.459 0.074 -2.157 1.292 0.648 -2.235
H 1.854 2.651 -0.881 -0.052 -0.012 0.161
H -3.724 0.993 2.788 0.166 0.111 -0.055
H -1.081 -1.674 -2.199 -0.047 -0.166 0.133
H -2.373 2.044 2.256 -0.256 -0.103 -0.001
H -2.341 -1.214 -1.069 0.221 -0.382 -0.351
H 5.909 -0.126 -4.391 -0.526 -0.404 0.295
H 0.997 1.456 -5.233 0.303 -0.075 0.378
H -1.393 -1.399 4.882 0.520 -0.208 0.017
H -5.146 1.196 -0.416 0.324 -0.128 0.000
H 3.464 -0.317 -1.331 -0.416 0.713 0.168
H 0.234 -4.524 -1.214 0.093 0.175 0.007
H -3.763 2.007 -1.185 -0.056 -0.386 0.133
H -0.181 -2.571 4.997 -0.232 0.419 0.017
H 1.548 -3.639 -0.386 -0.054 -0.180 -0.157
H -2.248 -3.636 1.485 0.064 -0.236 -0.144
H 2.479 2.535 0.776 0.063 0.171 -0.092
H -0.600 -1.681 6.316 0.115 0.150 -0.088
H 4.376 1.709 -2.533 -0.158 -0.304 -0.338
H 1.517 -0.832 5.349 -0.012 -0.085 0.011
H -4.049 2.326 1.683 0.223 -0.032 0.009
H -1.352 3.859 2.130 0.180 0.049 -0.044
H 0.072 3.282 3.014 -0.031 0.150 -0.055
H -4.678 -1.002 1.553 0.147 0.110 -0.015
H -3.845 -1.814 0.233 0.097 0.137 0.178
H -2.336 -2.861 -1.709 0.086 -0.039 -0.087
H -1.922 -4.629 0.018 0.097 0.160 0.220
H -0.114 -0.174 -3.623 0.167 0.541 -0.052
H -0.731 -4.556 1.350 -0.225 0.014 -0.104
H 5.887 -0.340 -1.943 0.065 -0.594 -0.184
H -4.155 0.300 -1.597 0.089 0.271 0.253
H 0.260 4.562 1.807 -0.226 -0.177 -0.016
H -2.055 2.865 -0.346 0.101 0.296 -0.023
H 1.701 4.047 0.241 0.080 -0.216 -0.113
H -3.020 -1.603 1.812 -0.112 0.128 -0.118
H 0.219 0.376 5.300 0.059 -0.012 -0.106
H -0.852 2.271 -1.490 0.112 0.044 -0.031
H 0.869 -2.995 -1.894 0.041 -0.060 0.126
H 5.142 -2.074 -2.095 -0.045 0.524 -0.101
H 3.139 2.569 -4.531 -0.144 -0.247 0.199
H -0.779 3.961 -0.943 0.025 -0.113 0.217
H 4.922 -1.711 -4.562 0.517 0.223 0.364
H -1.730 0.399 0.083 -1.049 0.066 0.553
```
Positions in Å, forces in eV/Å.

(3)
# C18H24N2O4S2

One molecule with the formula C18H24N2O4S2 at a distorted geometry (wB97M-V/def2-TZVPD, OMol25).

Output
LUMO: 0.522 eV
E_HOMO: -8.28 eV
Relative energy (zero: lowest compared OMol25 entry of this formula, charge and spin): 168.9 kJ/mol
SMILES string: Cc1cc(C)cc(N(CC(=O)NCCSCc2ccco2)S(C)(=O)=O)c1
Charge: 0
HOMO-LUMO gap: 8.798 eV

XYZ file:
```
50
Properties=species:S:1:pos:R:3:forces:R:3
S 2.928 1.574 0.992 0.603 -0.010 -0.555
S -1.926 -2.384 2.507 -0.025 0.002 -0.020
O -1.643 2.334 0.330 -0.295 0.168 -0.246
O -3.088 -0.523 -0.343 -0.167 0.202 0.541
O 2.588 0.526 1.924 0.091 -0.197 -0.085
O 3.234 2.849 1.563 0.076 0.320 -0.049
N 1.721 1.833 -0.134 0.881 0.084 0.485
N -0.281 1.274 1.798 0.110 -0.107 0.244
C 0.739 1.102 -2.219 0.029 0.022 0.124
C 0.717 2.814 0.237 -0.370 0.344 0.091
C 1.111 -1.561 -1.513 0.038 0.065 -0.183
C 1.257 -2.997 -1.112 -0.045 0.014 -0.005
C -0.811 -1.088 1.899 -0.511 -0.168 0.120
C -0.539 2.125 0.786 0.355 0.184 0.039
C -2.788 -0.555 -1.648 0.218 -0.394 -0.807
C 0.352 0.100 -3.096 0.067 -0.013 0.096
C 1.501 -0.546 -0.647 -0.117 -0.032 -0.087
C -2.644 -1.840 -2.072 -0.076 0.560 0.007
C -2.872 -2.654 -0.937 -0.185 0.323 0.579
C -3.147 -1.800 0.093 -0.069 -0.901 -0.309
C -0.260 0.436 -4.421 0.055 0.000 0.022
C 0.548 -1.226 -2.735 0.154 0.118 0.146
C 4.306 1.044 -0.042 -0.722 0.214 0.367
C -1.255 0.321 2.277 -0.117 -0.075 0.019
C 1.318 0.786 -0.994 0.005 -0.702 -0.368
C -3.446 -2.032 1.520 0.580 0.254 0.347
H 0.280 -3.407 -0.854 -0.061 -0.076 0.057
H 0.155 -1.312 2.353 0.060 -0.047 -0.052
H -1.355 0.402 3.364 -0.082 -0.031 -0.112
H 5.127 0.787 0.617 0.020 -0.024 0.210
H 0.592 2.135 -2.490 -0.020 0.163 -0.058
H -0.464 1.500 -4.499 -0.045 0.077 -0.063
H -2.415 -2.174 -3.063 0.065 0.018 -0.255
H 4.567 1.883 -0.672 0.018 0.141 -0.106
H 0.678 1.105 2.078 -0.152 0.050 -0.053
H 4.000 0.189 -0.630 -0.014 -0.135 -0.084
H 1.925 -0.797 0.312 -0.034 -0.113 0.039
H -1.192 -0.110 -4.557 -0.105 -0.021 -0.072
H -3.933 -1.161 1.956 -0.163 -0.081 -0.093
H -2.699 0.388 -2.147 0.006 0.209 0.007
H -2.205 0.576 1.801 0.097 -0.049 0.151
H 0.250 -2.011 -3.414 -0.067 -0.124 -0.102
H 1.169 3.458 0.993 -0.198 0.103 -0.080
H -0.725 -1.190 0.816 0.096 0.071 0.002
H 1.906 -3.098 -0.246 0.051 -0.072 0.060
H 0.413 0.152 -5.229 -0.018 0.008 -0.096
H 1.660 -3.588 -1.931 0.043 -0.086 -0.017
H -2.845 -3.724 -0.889 -0.008 -0.233 0.084
H 0.435 3.423 -0.626 0.015 -0.105 0.147
H -4.064 -2.917 1.661 -0.064 0.080 -0.029
```
Positions in Å, forces in eV/Å.

(4)
# CHCl2NO

CHCl2NO as an isolated structure at a distorted geometry (wB97M-V/def2-TZVPD, OMol25).

Output
LUMO: -0.153 eV
E_HOMO: -10.05 eV
Relative energy (zero: lowest compared OMol25 entry of this formula, charge and spin): 251.3 kJ/mol
Charge: 0
HOMO-LUMO gap: 9.898 eV

XYZ file:
```
6
Properties=species:S:1:pos:R:3:forces:R:3
Cl 1.650 -0.823 -0.162 4.316 1.583 -6.860
Cl -3.330 0.518 0.711 0.522 0.310 0.649
O -1.712 0.124 0.961 2.687 1.382 3.479
N 0.181 -1.413 1.861 -0.295 -0.013 2.085
C 0.978 -1.015 1.143 -3.712 -1.664 4.915
H -1.115 0.532 1.976 -3.517 -1.598 -4.269
```
Positions in Å, forces in eV/Å.

(5)
# C6H17PSi

One molecule with the formula C6H17PSi at a distorted geometry (wB97M-V/def2-TZVPD, OMol25).

Output
LUMO: 0.434 eV
E_HOMO: -8.77 eV
Relative energy (zero: lowest compared OMol25 entry of this formula, charge and spin): 146.5 kJ/mol
SMILES string: CCCCP[SiH](C)C
Charge: 0
HOMO-LUMO gap: 9.201 eV

XYZ file:
```
25
Properties=species:S:1:pos:R:3:forces:R:3
P -1.888 -0.584 0.178 3.080 1.099 0.455
Si 0.213 -2.021 0.307 -0.732 -2.242 -1.573
C 1.593 2.233 -0.999 -2.335 -0.391 -0.422
C 0.029 -2.540 2.080 0.366 1.924 1.700
C -1.338 0.764 -1.058 0.144 0.332 0.725
C -0.872 1.999 -0.251 -3.106 2.369 -2.879
C 0.111 2.861 -1.095 1.091 -0.851 3.666
C -0.123 -3.743 -0.759 3.156 3.998 -2.071
H 1.721 1.649 -0.023 -0.065 1.002 -1.384
H 0.109 3.887 -0.689 0.231 -0.389 0.038
H -0.142 -3.369 -1.845 -0.634 -0.531 1.380
H 1.720 -1.914 -0.180 -1.417 0.940 0.573
H -0.284 2.965 -2.050 -0.336 -0.130 -2.017
H 0.946 -3.107 2.344 -0.740 0.159 0.252
H 2.205 3.121 -1.059 0.896 -0.428 -0.095
H -0.495 0.499 -1.698 -0.148 -0.502 0.060
H -2.146 1.049 -1.726 -0.252 -0.121 -0.011
H 0.627 -4.514 -0.846 0.813 0.050 0.669
H -2.599 -1.325 -0.672 -0.884 -1.450 -1.431
H -1.797 2.670 0.041 1.498 -1.344 -0.600
H 1.679 1.529 -1.876 0.526 0.774 0.995
H -0.517 1.675 0.645 1.616 -0.641 2.634
H -0.958 -4.208 -0.463 -3.605 -1.504 0.782
H -0.139 -1.621 2.829 0.543 -2.076 -1.602
H -0.881 -3.149 2.119 0.292 -0.046 0.155
```
Positions in Å, forces in eV/Å.

(6)
# C24H27Br6N3O6

A 6-piece molecular cluster, C24H27Br6N3O6 overall at a distorted geometry (wB97M-V/def2-TZVPD, OMol25).

Output
LUMO: -0.899 eV
E_HOMO: -9.83 eV
Relative energy (zero: lowest compared OMol25 entry of this formula, charge and spin): 117.3 kJ/mol
SMILES string: O=[N+]([O-])c1ccccc1.O=[N+]([O-])c1ccccc1.O=[N+]([O-])c1ccccc1.BrCCBr.BrCCBr.BrCCBr
Charge: 0
HOMO-LUMO gap: 8.926 eV

XYZ file:
```
66
Properties=species:S:1:pos:R:3:forces:R:3
Br 0.147 3.658 -4.791 0.559 0.158 0.694
Br 1.198 -0.719 -7.300 0.600 0.490 0.216
Br 2.088 -1.362 -3.817 -0.625 1.311 -0.549
Br 1.250 5.838 -0.648 0.180 -0.766 -1.137
Br -3.563 -2.310 9.609 0.691 -0.115 -1.305
Br -2.743 -1.378 5.107 -0.453 0.113 0.199
O -0.253 1.909 0.333 1.053 -3.220 -0.750
O -0.916 -3.829 -2.098 -0.471 0.303 -1.122
O 1.184 3.684 7.752 -0.669 2.378 -1.885
O 0.759 0.952 -1.339 -0.514 -0.378 1.270
O -2.879 -4.004 -3.036 1.598 0.393 -0.137
O 0.438 5.733 7.748 0.208 0.144 -0.022
N -1.645 -4.048 -3.060 -0.789 -1.750 0.181
N 0.844 4.755 7.161 0.377 -1.413 1.851
N 0.217 0.876 -0.237 -0.833 1.400 0.320
C 2.087 0.520 -6.009 -0.690 -0.705 -1.003
C 0.917 -5.036 -5.770 -0.740 0.281 1.007
C -1.032 -4.642 -4.296 1.715 -1.046 -1.381
C 0.138 -5.758 -6.702 0.627 1.672 1.164
C -3.742 -2.006 6.681 1.136 0.347 1.001
C 0.362 -4.525 -4.584 -1.473 0.458 0.158
C -1.206 -5.918 -6.404 0.692 0.126 0.256
C 0.336 4.031 -2.842 0.570 1.860 0.337
C 0.258 -3.053 1.466 -0.155 -0.076 1.390
C -0.365 -2.055 2.241 0.741 -0.306 -1.417
C 0.862 4.829 5.708 -0.042 -0.411 -2.260
C 0.138 -0.542 0.396 -0.808 -0.156 0.114
C 0.427 3.564 3.671 0.242 0.612 -0.269
C 0.592 -1.612 -0.380 0.589 2.934 -0.498
C -1.744 -5.452 -5.187 -0.738 0.042 -0.157
C 0.529 3.637 5.049 0.247 -0.303 0.071
C -2.648 -2.202 7.793 -1.015 -0.794 -0.103
C 1.437 0.351 -4.688 1.063 -0.044 0.394
C 0.704 -2.832 0.181 -0.292 -1.519 0.463
C 1.099 5.984 4.927 -0.252 -0.485 -0.937
C 1.566 4.942 -2.417 -0.273 -0.688 -0.840
C -0.462 -0.814 1.650 0.171 1.806 -0.786
C 1.081 5.880 3.481 -0.774 -0.230 2.261
C 0.692 4.695 2.894 0.382 -0.171 0.204
H 0.368 2.742 5.631 -0.033 0.043 0.153
H 1.851 1.534 -6.331 0.144 -0.119 -0.310
H 0.644 4.666 1.816 -0.126 -0.276 -0.034
H 0.960 -1.371 -1.367 -0.020 -0.255 -0.072
H -1.811 -6.372 -7.174 -0.411 -0.288 0.405
H 1.776 5.758 -3.108 -0.630 0.046 0.040
H 1.869 1.204 -4.164 -0.301 -0.372 0.957
H 0.924 -3.924 -3.884 0.325 -0.076 -0.173
H 1.085 -3.663 -0.394 0.097 0.023 -0.020
H 0.355 0.452 -4.766 0.162 -0.512 0.432
H 1.948 -4.746 -5.914 0.135 -0.389 -0.371
H -1.845 -1.474 7.906 -0.754 0.542 -0.223
H 3.162 0.336 -5.997 -0.233 -0.068 -0.160
H 2.506 4.391 -2.419 -0.172 -0.176 0.681
H -0.723 -2.207 3.249 -0.093 -0.213 -0.126
H 0.608 -6.009 -7.641 -0.284 -0.345 -0.083
H -1.024 -0.018 2.116 0.213 0.214 0.280
H -0.521 4.687 -2.693 -0.188 -0.611 0.283
H 1.215 6.964 5.366 0.272 -0.095 0.252
H 1.205 6.729 2.825 0.276 0.299 0.378
H 0.183 2.653 3.146 -0.143 -0.184 0.255
H -4.251 -2.907 6.337 0.389 -0.110 0.410
H -4.508 -1.311 7.024 0.315 0.331 -0.439
H 0.300 3.083 -2.306 -0.062 0.255 -0.113
H -2.746 -5.795 -4.979 -0.268 0.544 0.155
H 0.424 -4.021 1.914 -0.116 -0.176 -0.027
H -2.107 -3.121 7.568 -0.329 -0.286 0.479
```
Positions in Å, forces in eV/Å.

Question: Among the records above, which one has the highest charge?
Answer: C19H42NO3P3Sc

Question: The highest relative energy (zero: lowest compared OMol25 entry of this formula, charge and spin) belongs to which entry?
Answer: CHCl2NO

Question: Which value of charge does entry 4 give?
Answer: 0

Question: Which formula does entry 5 have?
Answer: C6H17PSi